(1)
56
Properties=species:S:1:pos:R:3:mulliken_charge:R:1 method="wB97M-V/def2-TZVPD" homo_lumo_gap_ev="7.31 / 7.36" molar_mass_g_mol=538.4 charge=0 homo_ev="-7.4 / -7.4" spin_multiplicity=7
C -0.75 4.00 -1.54 -0.94
C -0.78 2.64 -1.20 0.65
N 0.05 2.19 -0.23 0.34
C 0.93 2.98 0.41 0.88
C 0.99 4.34 0.10 -0.98
C 0.13 4.85 -0.88 -0.38
C -1.73 1.67 -1.92 -1.02
P -2.33 0.12 -1.07 0.73
Eu -0.14 -0.15 0.55 0.17
P 2.38 0.58 1.40 0.77
C 1.83 2.37 1.51 -1.37
C 0.11 -2.51 0.52 0.98
C -0.91 -3.02 1.29 -0.67
C -0.93 -4.42 1.46 -0.57
C 0.10 -5.21 0.91 -0.52
C 1.14 -4.61 0.19 -0.45
C 1.16 -3.21 0.00 -0.79
O -0.62 0.36 -4.21 -0.71
O 0.34 -1.88 -3.08 -0.88
H -1.45 4.38 -2.29 0.48
H 1.71 4.97 0.62 0.48
H 0.16 5.90 -1.12 0.41
C -3.63 0.54 0.13 -1.26
C -2.85 -1.24 -2.15 -1.04
H 2.77 2.92 1.57 0.50
H 1.35 2.51 2.50 0.35
H -1.28 1.33 -2.90 0.37
H -2.67 2.17 -2.18 0.50
C 2.67 -0.12 3.06 -1.09
C 3.89 0.50 0.40 -1.25
H -1.67 -2.37 1.75 0.35
H -1.73 -4.90 2.03 0.37
H 0.08 -6.30 1.05 0.35
H 1.93 -5.23 -0.23 0.37
H 1.98 -2.69 -0.51 0.36
H 0.82 -1.24 -2.42 -0.08
H 0.33 -2.74 -2.62 0.31
H -0.27 -0.52 -3.93 0.37
H 0.05 0.80 -4.74 0.27
H 1.14 -0.43 -1.48 0.17
H -4.60 0.79 -0.33 0.45
H -3.77 -0.34 0.77 0.33
H -3.32 1.37 0.78 0.31
H -3.74 -1.00 -2.73 0.40
H -2.02 -1.53 -2.80 0.30
H -3.07 -2.10 -1.49 0.34
H 4.79 0.94 0.85 0.41
H 4.09 -0.56 0.20 0.33
H 3.70 0.99 -0.57 0.33
H 3.56 0.28 3.55 0.40
H 1.79 0.03 3.70 0.28
H 2.81 -1.21 2.92 0.34
O -1.95 0.81 4.55 -0.59
C -1.15 0.75 3.63 0.12
O -1.27 0.25 2.43 -0.34
H -0.14 1.18 3.82 0.08

***

(2)
183
Properties=species:S:1:pos:R:3:mulliken_charge:R:1 method="wB97M-V/def2-TZVPD" smiles="CCOC(=O)OC.CCOC(=O)OC.CCOC(=O)OC.CCOC(=O)OC.CCOC(=O)OC.CCOC(=O)OC.CCOC(=O)OC.COCCNCCOC.COCCNCCOC.COCCNCCOC.CO" homo_lumo_gap_ev=8.64 molar_mass_g_mol=1160.4 charge=0 homo_ev=-8.2
C 1.19 -4.92 -0.34 -0.20
C 2.18 -6.02 -0.89 -0.38
O 1.58 -7.24 -1.44 -0.33
C 0.93 -8.06 -0.56 0.79
O 0.71 -7.97 0.63 -0.59
O 0.52 -9.09 -1.29 -0.37
C -0.30 -10.15 -0.80 -0.69
H 0.57 -5.22 0.50 0.39
H 0.49 -4.55 -1.10 0.10
H 1.59 -3.97 0.01 -0.09
H 2.86 -6.34 -0.09 0.26
H 2.74 -5.63 -1.74 0.28
H -0.13 -10.23 0.27 0.31
H -0.36 -11.11 -1.32 0.24
H -1.29 -9.71 -0.84 0.30
C -6.12 -4.25 2.90 -1.08
C -4.94 -4.78 3.71 -0.43
O -3.81 -4.32 3.01 -0.18
C -2.67 -4.11 3.76 0.41
O -2.56 -4.33 4.92 -0.56
O -1.66 -3.58 2.90 0.23
C -0.26 -3.46 3.24 -0.99
H -6.21 -3.20 3.19 0.18
H -7.00 -4.76 3.31 0.52
H -6.12 -4.67 1.90 0.32
H -4.93 -5.87 3.76 0.27
H -4.95 -4.35 4.71 0.40
H -0.15 -3.33 4.32 0.40
H 0.29 -2.81 2.56 0.22
H -0.01 -4.49 2.99 0.36
C 2.91 -6.00 3.32 -0.92
C 3.54 -4.59 3.65 -0.47
O 3.00 -3.53 2.82 -0.02
C 3.70 -3.04 1.79 0.51
O 4.84 -3.41 1.39 -0.67
O 3.01 -2.11 1.23 -0.14
C 3.53 -1.47 -0.01 -0.87
H 2.98 -6.59 4.24 0.39
H 3.34 -6.54 2.48 0.27
H 1.89 -5.90 2.94 0.11
H 4.63 -4.63 3.62 0.39
H 3.37 -4.34 4.70 0.38
H 3.33 -0.41 -0.16 0.18
H 3.16 -1.96 -0.92 0.40
H 4.61 -1.48 -0.14 0.41
C -1.11 -3.19 -4.04 -1.33
C -0.42 -1.80 -3.93 0.54
O 0.75 -1.60 -4.72 -0.25
C 1.94 -2.35 -4.55 0.63
O 2.37 -2.86 -3.59 -0.41
O 2.74 -2.16 -5.63 -0.38
C 2.62 -0.94 -6.38 -0.43
H -2.14 -3.16 -3.69 0.39
H -0.60 -3.91 -3.40 0.19
H -1.18 -3.50 -5.08 0.43
H -0.17 -1.67 -2.88 -0.11
H -1.13 -0.99 -4.09 0.13
H 2.67 -0.04 -5.77 0.09
H 1.70 -0.93 -6.97 0.30
H 3.44 -0.78 -7.08 0.26
C -4.81 3.73 -3.28 -1.56
C -3.99 2.42 -3.29 0.24
O -2.65 2.81 -3.34 0.10
C -1.73 2.38 -4.25 0.67
O -1.71 1.44 -5.02 -0.68
O -0.67 3.02 -3.90 -0.07
C 0.67 2.81 -4.47 -0.88
H -4.58 4.45 -4.06 0.38
H -4.68 4.31 -2.37 0.31
H -5.85 3.39 -3.27 0.43
H -4.24 1.72 -4.08 0.49
H -4.23 1.87 -2.38 -0.23
H 1.19 1.85 -4.37 0.25
H 1.36 3.49 -3.98 0.27
H 0.65 3.17 -5.50 0.42
C 1.29 2.65 6.64 -1.43
C 0.69 2.91 5.25 0.19
O -0.57 2.35 5.10 -0.31
C -0.69 1.03 4.80 0.68
O 0.12 0.13 5.12 -0.63
O -1.77 0.80 4.16 -0.16
C -2.12 -0.55 3.80 -0.02
H 0.74 3.14 7.45 0.33
H 2.29 3.07 6.73 0.44
H 1.52 1.60 6.80 0.31
H 1.27 2.53 4.41 0.11
H 0.51 3.98 5.19 0.31
H -2.58 -1.19 4.56 0.47
H -1.25 -1.08 3.41 0.21
H -2.88 -0.57 3.03 -0.64
C 6.22 2.13 -8.11 -1.09
C 6.58 2.78 -6.77 -0.29
O 5.89 2.09 -5.74 -0.21
C 5.94 2.54 -4.51 0.54
O 6.64 3.45 -4.04 -0.58
O 4.99 1.73 -3.81 -0.14
C 4.74 2.05 -2.44 -0.56
H 5.19 1.77 -8.11 0.26
H 6.79 1.21 -8.29 0.31
H 6.37 2.89 -8.88 0.34
H 6.36 3.84 -6.67 0.37
H 7.67 2.71 -6.72 0.29
H 5.57 1.60 -1.89 0.36
H 3.88 1.64 -1.91 0.04
H 4.59 3.12 -2.35 0.35
C -2.06 -2.35 -0.10 -0.46
O -2.26 -1.00 0.22 0.64
C -3.50 -0.56 -0.27 -0.15
C -4.72 -1.21 0.42 -0.66
N -5.86 -0.29 0.35 -0.13
C -7.01 -0.98 0.92 -0.26
C -8.17 0.03 0.91 -0.86
O -7.67 1.35 1.30 -0.28
C -8.21 2.41 0.40 -0.78
H -1.09 -2.74 0.20 -0.31
H -2.10 -2.50 -1.17 0.24
H -2.88 -2.88 0.39 0.36
H -3.62 -0.59 -1.35 0.55
H -3.60 0.50 -0.02 -0.78
H -4.44 -1.43 1.45 0.02
H -4.91 -2.06 -0.24 0.36
H -5.78 0.53 0.94 -0.13
H -6.72 -1.15 1.96 0.12
H -7.32 -1.86 0.36 0.39
H -9.08 -0.24 1.43 0.40
H -8.51 0.11 -0.13 0.45
H -9.29 2.51 0.48 0.33
H -7.69 2.36 -0.56 0.33
H -7.83 3.24 1.01 0.24
C 6.32 0.07 2.28 -0.34
O 5.96 0.81 3.48 -0.43
C 4.59 0.67 3.96 -0.80
C 3.45 1.13 2.97 1.82
N 3.69 2.54 2.60 -0.10
C 3.30 2.91 1.26 0.29
C 3.75 4.37 0.86 -1.22
O 5.18 4.40 0.65 -0.30
C 5.66 5.75 0.63 -0.82
H 5.47 -0.11 1.62 -0.05
H 6.90 -0.81 2.53 0.31
H 7.04 0.73 1.80 0.30
H 4.35 1.24 4.85 0.46
H 4.52 -0.41 4.13 0.35
H 2.50 0.90 3.45 -0.25
H 3.47 0.50 2.08 -1.47
H 4.50 3.07 2.88 0.31
H 2.21 2.98 1.20 -0.27
H 3.78 2.13 0.67 0.23
H 3.61 4.99 1.74 0.67
H 3.16 4.76 0.04 0.50
H 5.47 6.20 1.61 0.33
H 5.05 6.27 -0.10 0.32
H 6.73 5.85 0.45 0.26
C -4.79 2.08 2.95 0.02
O -3.93 3.23 2.81 -0.51
C -3.05 3.06 1.73 0.17
C -1.91 4.08 1.73 -0.87
N -0.91 3.88 0.61 0.78
C -0.09 5.07 0.47 -0.30
C -0.11 5.56 -1.02 -0.36
O -1.43 5.71 -1.48 -0.25
C -1.51 5.91 -2.76 -0.24
H -4.31 1.13 3.22 -0.15
H -5.38 1.86 2.06 0.04
H -5.47 2.25 3.79 0.41
H -3.56 3.08 0.77 0.42
H -2.65 2.05 1.79 -0.07
H -1.45 4.00 2.71 0.22
H -2.28 5.10 1.62 0.40
H -1.37 3.79 -0.28 -0.44
H 0.85 4.61 0.77 -0.38
H -0.37 5.96 1.03 0.44
H 0.40 4.73 -1.52 -0.07
H 0.51 6.44 -1.17 0.58
H -1.33 6.94 -3.07 0.37
H -2.49 5.47 -2.96 -0.08
H -0.87 5.24 -3.34 0.03
C -0.55 1.29 -1.36 0.92
O 0.09 0.17 -0.76 0.24
H 0.18 2.10 -1.39 -0.17
H -0.81 0.99 -2.37 -0.20
H -1.44 1.60 -0.82 -0.66
H -0.58 -0.34 -0.29 -0.08

***

(3)
109
Properties=species:S:1:pos:R:3:mulliken_charge:R:1 method="wB97M-V/def2-TZVPD" homo_lumo_gap_ev="6.37 / 7.55" molar_mass_g_mol=642.3 charge=+1 homo_ev="-9.6 / -10.8" spin_multiplicity=3
C 5.62 -2.48 3.01 -1.47
C 5.89 -0.99 3.19 0.22
C 7.11 -0.47 2.43 -0.46
C 7.05 -0.66 0.92 -0.92
C 6.11 0.35 0.23 0.84
C 6.81 1.58 -0.36 -1.00
C 6.97 2.75 0.60 -0.89
C 5.67 3.49 1.00 -0.49
C 4.41 3.12 0.23 0.01
C 3.21 3.98 0.68 -1.03
P 2.14 3.05 1.77 0.84
Cl 0.93 4.37 2.62 -0.18
C 1.31 1.76 0.85 -1.65
C -0.17 1.35 1.24 0.93
N -0.43 1.29 2.65 -0.49
N -1.16 2.22 0.64 -0.52
N -0.26 0.01 0.68 -0.65
P 3.27 1.98 3.38 0.28
N 2.34 0.88 3.97 -0.74
H 4.85 -2.82 3.70 0.42
H 6.53 -3.05 3.22 0.31
H 5.29 -2.72 2.00 0.34
H 4.99 -0.43 2.93 -0.36
H 6.06 -0.81 4.25 0.44
H 7.24 0.59 2.67 0.15
H 7.99 -0.98 2.83 0.45
H 6.70 -1.66 0.70 0.33
H 8.05 -0.55 0.49 0.39
H 5.56 -0.15 -0.58 0.40
H 5.38 0.66 0.98 -0.92
H 7.81 1.28 -0.67 0.58
H 6.31 1.91 -1.28 0.36
H 7.65 3.48 0.16 0.36
H 7.46 2.40 1.51 0.27
H 5.82 4.56 0.85 0.46
H 5.52 3.37 2.08 0.15
H 4.58 3.31 -0.83 0.47
H 4.17 2.07 0.34 -0.15
H 2.62 4.34 -0.16 0.44
H 3.54 4.85 1.25 0.50
H 1.92 0.86 0.96 0.75
H 1.36 2.08 -0.19 0.55
H 0.38 1.09 3.22 0.36
H -0.94 2.09 2.98 0.28
H -1.03 2.26 -0.36 0.10
H -1.13 3.16 1.02 0.30
H 0.19 -0.03 -0.22 0.27
H -1.23 -0.23 0.57 -0.05
H 4.38 1.52 2.66 -0.09
H 3.75 3.00 4.22 0.19
H 2.20 1.03 4.96 0.26
C -3.66 -0.34 -4.17 -1.94
C -2.64 0.43 -3.31 2.58
C -3.13 1.85 -3.05 -0.87
C -3.03 2.77 -4.27 -0.63
C -1.62 2.75 -4.86 -1.26
C -1.11 1.34 -5.17 1.64
N -1.29 0.49 -3.95 0.39
O -0.35 0.67 -3.09 -0.57
C -1.85 0.75 -6.38 -1.65
C 0.37 1.38 -5.52 -1.90
C -2.50 -0.33 -2.00 -1.94
H -3.17 -1.11 -4.77 0.37
H -4.39 -0.83 -3.53 0.43
H -4.23 0.30 -4.85 0.34
H -2.53 2.29 -2.24 -0.04
H -4.16 1.80 -2.69 0.45
H -3.77 2.47 -5.03 0.34
H -3.29 3.79 -3.99 0.43
H -1.59 3.33 -5.78 0.41
H -0.93 3.22 -4.16 0.32
H -1.58 -0.30 -6.52 0.36
H -1.55 1.29 -7.28 0.44
H -2.93 0.82 -6.32 0.30
H 0.96 1.87 -4.75 0.34
H 0.49 1.94 -6.45 0.44
H 0.76 0.37 -5.67 0.45
H -2.13 -1.34 -2.17 0.57
H -3.47 -0.41 -1.51 0.47
H -1.83 0.18 -1.32 -0.24
C -3.76 -5.10 1.97 -1.91
C -3.57 -3.57 1.85 2.01
C -3.90 -2.88 3.17 -1.21
C -5.40 -2.84 3.48 -0.52
C -6.19 -2.25 2.32 -1.26
C -5.92 -2.95 0.99 1.70
N -4.43 -3.00 0.76 0.32
O -3.98 -1.90 0.30 -0.40
C -6.54 -4.35 0.97 -1.66
C -6.55 -2.17 -0.16 -2.00
C -2.12 -3.32 1.48 -1.78
H -4.01 -5.54 1.00 0.33
H -2.83 -5.56 2.30 0.51
H -4.52 -5.38 2.69 0.33
H -3.52 -1.85 3.13 0.30
H -3.36 -3.39 3.97 0.38
H -5.76 -3.84 3.73 0.32
H -5.56 -2.24 4.38 0.40
H -7.26 -2.30 2.52 0.39
H -5.94 -1.19 2.22 0.36
H -6.24 -4.90 0.08 0.37
H -7.63 -4.25 0.95 0.46
H -6.30 -4.96 1.84 0.29
H -6.23 -1.13 -0.17 0.34
H -7.63 -2.19 -0.04 0.46
H -6.30 -2.62 -1.12 0.45
H -1.87 -3.77 0.52 0.48
H -1.48 -3.78 2.25 0.50
H -1.88 -2.26 1.44 0.05

***

(4)
15
Properties=species:S:1:pos:R:3:mulliken_charge:R:1 method="wB97M-V/def2-TZVPD" homo_lumo_gap_ev="8.00 / 8.06" molar_mass_g_mol=100.1 charge=0 homo_ev="-8.6 / -9.0"
C 0.85 1.13 -0.33 -1.61
C 1.27 -1.28 0.46 -1.34
C -1.22 -0.31 0.03 0.38
C 0.33 -0.31 -0.21 1.47
N -1.96 0.82 0.33 -0.48
N -0.48 -0.74 -1.28 -0.62
O -1.70 -1.48 0.14 -0.51
H -1.66 1.68 -0.09 0.23
H -2.95 0.65 0.21 0.27
H 1.86 1.08 -0.73 0.37
H 0.26 1.73 -1.02 0.51
H 1.70 -0.86 1.37 0.31
H 0.74 -2.20 0.70 0.39
H 0.88 1.61 0.65 0.32
H 2.09 -1.52 -0.23 0.31

***

Repeat the fourth record exactly.
15
Properties=species:S:1:pos:R:3:mulliken_charge:R:1 method="wB97M-V/def2-TZVPD" homo_lumo_gap_ev="8.00 / 8.06" molar_mass_g_mol=100.1 charge=0 homo_ev="-8.6 / -9.0"
C 0.85 1.13 -0.33 -1.61
C 1.27 -1.28 0.46 -1.34
C -1.22 -0.31 0.03 0.38
C 0.33 -0.31 -0.21 1.47
N -1.96 0.82 0.33 -0.48
N -0.48 -0.74 -1.28 -0.62
O -1.70 -1.48 0.14 -0.51
H -1.66 1.68 -0.09 0.23
H -2.95 0.65 0.21 0.27
H 1.86 1.08 -0.73 0.37
H 0.26 1.73 -1.02 0.51
H 1.70 -0.86 1.37 0.31
H 0.74 -2.20 0.70 0.39
H 0.88 1.61 0.65 0.32
H 2.09 -1.52 -0.23 0.31